[1]
DFT (the ωB97M-V functional and the def2-TZVPD basis) results for 2 unconnected molecules or ions with the total composition C4H7ClN2OS.

Positions of all 16 atoms, in Å:
C1 1.507 -1.414 -0.011
C2 -0.875 0.413 -0.826
C3 -0.763 2.582 0.072
C4 0.333 -1.442 0.876
N1 2.414 -0.491 0.129
N2 -0.354 1.474 -0.770
O1 -1.036 -3.457 -0.093
S1 -0.917 -2.487 0.978
Cl1 -2.587 0.016 -0.212
H1 1.773 -2.233 -0.688
H2 -0.545 -0.401 -1.464
H3 -1.775 2.624 0.051
H4 -0.279 3.523 -0.274
H5 -0.434 2.526 1.107
H6 0.158 -0.585 1.541
H7 3.379 -0.648 -0.418

Computed properties:
energy above the lowest of the compared OMol25 structures with the same formula, charge and spin	152.1	kJ/mol

For each atom in turn, the natural (NBO) charge in e is: atom 1 (C): 0.04, atom 2 (C): 0.18, atom 3 (C): -0.44, atom 4 (C): -0.64, atom 5 (N): -0.58, atom 6 (N): -0.38, atom 7 (O): -0.89, atom 8 (S): 1.26, atom 9 (Cl): -0.19, atom 10 (H): 0.19, atom 11 (H): 0.20, atom 12 (H): 0.20, atom 13 (H): 0.21, atom 14 (H): 0.22, atom 15 (H): 0.26, atom 16 (H): 0.35

[2]
DFT (the ωB97M-V functional and the def2-TZVPD basis) results for 2 unconnected molecules or ions with the total composition C4H7ClN3.

Positions of all 15 atoms, in Å:
C1 -0.014 1.640 -0.849
C2 -0.779 0.967 0.052
C3 0.248 -1.185 1.364
C4 0.509 0.632 -1.867
N1 -0.289 -1.238 2.489
N2 -0.921 -0.310 -0.364
N3 -0.347 -0.485 -1.481
Cl1 1.810 -1.677 1.211
H1 0.265 2.683 -0.933
H2 -1.302 1.447 0.790
H3 0.222 0.838 -2.955
H4 1.500 0.478 -1.601
H5 0.313 -1.286 3.340
H6 0.005 -1.390 -1.822
H7 -1.220 -1.115 2.627

Computed properties:
net charge	+1
energy above the lowest of the compared OMol25 structures with the same formula, charge and spin	364.1	kJ/mol

For each atom in turn, the natural (NBO) charge in e is: atom 1 (C): -0.08, atom 2 (C): -0.11, atom 3 (C): 0.14, atom 4 (C): -0.33, atom 5 (N): -0.70, atom 6 (N): -0.02, atom 7 (N): -0.26, atom 8 (Cl): 0.09, atom 9 (H): 0.25, atom 10 (H): 0.24, atom 11 (H): 0.27, atom 12 (H): 0.25, atom 13 (H): 0.40, atom 14 (H): 0.43, atom 15 (H): 0.42

[3]
DFT (the ωB97M-V functional and the def2-TZVPD basis) results for a gas-phase ion, C4H7ClN3 (charge +1).

Positions of all 15 atoms, in Å:
N1 -0.888 -0.266 -1.787
C1 0.128 0.365 -1.017
Cl1 1.174 1.435 -2.043
C2 -0.465 1.211 0.120
C3 -0.567 0.789 1.393
N2 0.066 -0.412 1.872
C4 0.878 -1.111 1.091
N3 1.049 -0.795 -0.170
H1 -0.635 -0.990 -2.446
H2 -1.624 0.328 -2.095
H3 -1.025 2.047 -0.359
H4 -1.049 1.365 2.205
H5 0.045 -0.645 2.852
H6 1.367 -2.047 1.262
H7 1.547 -1.276 -0.878

Computed properties:
net charge	+1
SMILES string	N[C@@]1(Cl)C=CNC=[NH+]1
energy above the lowest of the compared OMol25 structures with the same formula, charge and spin	21.4	kJ/mol

For each atom in turn, the natural (NBO) charge in e is: atom 1 (N): -0.86, atom 2 (C): 0.30, atom 3 (Cl): 0.00, atom 4 (C): -0.24, atom 5 (C): -0.01, atom 6 (N): -0.52, atom 7 (C): 0.38, atom 8 (N): -0.52, atom 9 (H): 0.41, atom 10 (H): 0.41, atom 11 (H): 0.26, atom 12 (H): 0.26, atom 13 (H): 0.45, atom 14 (H): 0.25, atom 15 (H): 0.44

[4]
DFT (the ωB97M-V functional and the def2-TZVPD basis) results for a gas-phase ion, C4H7ClN3 (charge +1).

Positions of all 15 atoms, in Å:
C1 -1.835 -1.034 0.819
C2 -1.917 1.194 -0.219
C3 -2.507 -0.044 0.328
C4 0.155 0.951 0.841
N1 -0.731 1.571 -0.153
N2 0.491 -0.417 0.652
N3 0.897 -0.774 -0.732
Cl1 -4.194 -0.195 -0.111
H1 -1.821 -1.812 1.564
H2 -2.671 1.892 -0.848
H3 1.154 1.454 0.920
H4 -0.350 0.953 1.906
H5 1.287 -1.709 -0.400
H6 1.685 -0.105 -1.070
H7 0.088 -0.711 -1.307

Computed properties:
net charge	+1
energy above the lowest of the compared OMol25 structures with the same formula, charge and spin	597.5	kJ/mol

For each atom in turn, the natural (NBO) charge in e is: atom 1 (C): 0.07, atom 2 (C): 0.11, atom 3 (C): -0.23, atom 4 (C): -0.17, atom 5 (N): -0.39, atom 6 (N): -0.24, atom 7 (N): -0.60, atom 8 (Cl): 0.11, atom 9 (H): 0.26, atom 10 (H): 0.25, atom 11 (H): 0.22, atom 12 (H): 0.25, atom 13 (H): 0.48, atom 14 (H): 0.45, atom 15 (H): 0.44

[5]
DFT (the ωB97M-V functional and the def2-TZVPD basis) results for C4H7ClO in the gas phase.

Positions of all 13 atoms, in Å:
O1 2.872 0.406 0.021
C1 2.011 -0.697 -0.304
C2 0.720 -0.520 0.496
C3 0.024 0.761 0.123
C4 -1.259 0.989 -0.036
Cl1 -2.319 -0.386 -0.099
H1 3.454 0.479 -0.748
H2 2.491 -1.581 0.133
H3 1.864 -0.650 -1.410
H4 0.954 -0.394 1.557
H5 0.009 -1.318 0.344
H6 0.579 1.672 0.069
H7 -1.885 1.900 -0.098

Computed properties:
SMILES string	OCC/C=C\Cl
energy above the lowest of the compared OMol25 structures with the same formula, charge and spin	120.9	kJ/mol

For each atom in turn, the natural (NBO) charge in e is: atom 1 (O): -0.73, atom 2 (C): -0.06, atom 3 (C): -0.47, atom 4 (C): -0.20, atom 5 (C): -0.21, atom 6 (Cl): -0.06, atom 7 (H): 0.47, atom 8 (H): 0.18, atom 9 (H): 0.18, atom 10 (H): 0.23, atom 11 (H): 0.23, atom 12 (H): 0.22, atom 13 (H): 0.23

[6]
DFT (the ωB97M-V functional and the def2-TZVPD basis) results for 2 unconnected molecules or ions with the total composition C4H7ClOS.

Positions of all 14 atoms, in Å:
Cl1 2.776 -1.318 -0.731
S1 1.666 -0.670 0.889
C1 1.323 0.959 0.351
C2 0.330 1.263 -0.713
C3 -0.008 1.552 0.741
H1 2.117 1.701 0.584
H2 -0.280 0.430 -0.966
H3 0.566 1.981 -1.550
H4 -0.284 2.543 1.091
H5 -0.815 0.878 1.119
C4 -1.803 -2.302 -0.209
O1 -2.273 -3.017 -1.056
H6 -2.429 -1.370 0.181
H7 -0.884 -2.630 0.268

Computed properties:
SMILES string	ClSC1CC1.C=O
energy above the lowest of the compared OMol25 structures with the same formula, charge and spin	225.7	kJ/mol

For each atom in turn, the natural (NBO) charge in e is: atom 1 (Cl): -0.18, atom 2 (S): 0.30, atom 3 (C): -0.44, atom 4 (C): -0.42, atom 5 (C): -0.41, atom 6 (H): 0.24, atom 7 (H): 0.22, atom 8 (H): 0.24, atom 9 (H): 0.23, atom 10 (H): 0.21, atom 11 (C): 0.26, atom 12 (O): -0.50, atom 13 (H): 0.10, atom 14 (H): 0.13

[7]
DFT (the ωB97M-V functional and the def2-TZVPD basis) results for C4H7ClOS in the gas phase.

Positions of all 14 atoms, in Å:
O1 -1.511 1.363 -0.829
C1 -1.116 0.297 0.134
C2 -0.469 -0.792 -0.655
C3 0.875 -0.241 -0.181
S1 2.073 -1.645 0.302
C4 0.064 0.430 1.043
Cl1 0.528 2.119 1.131
H1 -0.985 2.312 -0.316
H2 -1.983 -0.230 0.798
H3 -0.938 -0.922 -1.701
H4 -0.720 -1.609 0.041
H5 1.575 0.523 -0.808
H6 2.901 -1.581 -0.980
H7 -0.294 -0.025 2.021

Computed properties:
SMILES string	O[C@H]1C[C@H](S)[C@H]1Cl
energy above the lowest of the compared OMol25 structures with the same formula, charge and spin	368.9	kJ/mol

For each atom in turn, the natural (NBO) charge in e is: atom 1 (O): -0.72, atom 2 (C): 0.09, atom 3 (C): -0.46, atom 4 (C): -0.29, atom 5 (S): -0.10, atom 6 (C): -0.28, atom 7 (Cl): -0.01, atom 8 (H): 0.46, atom 9 (H): 0.15, atom 10 (H): 0.25, atom 11 (H): 0.21, atom 12 (H): 0.28, atom 13 (H): 0.15, atom 14 (H): 0.27

[8]
DFT (the ωB97M-V functional and the def2-TZVPD basis) results for C4H7ClS in the gas phase.

Positions of all 13 atoms, in Å:
C1 -0.437 -1.310 2.318
S1 -1.500 -0.654 1.088
C2 -0.377 0.278 0.059
C3 -0.369 0.234 -1.286
C4 0.602 1.220 -1.964
Cl1 2.024 0.478 -2.850
H1 -1.050 -1.982 2.945
H2 0.372 -1.918 1.924
H3 0.161 -0.502 2.904
H4 0.272 0.930 0.605
H5 -0.963 -0.456 -1.907
H6 1.161 1.757 -1.184
H7 0.103 1.925 -2.652

Computed properties:
SMILES string	CS/C=C/CCl
energy above the lowest of the compared OMol25 structures with the same formula, charge and spin	46.5	kJ/mol

For each atom in turn, the natural (NBO) charge in e is: atom 1 (C): -0.78, atom 2 (S): 0.25, atom 3 (C): -0.33, atom 4 (C): -0.22, atom 5 (C): -0.37, atom 6 (Cl): -0.10, atom 7 (H): 0.24, atom 8 (H): 0.22, atom 9 (H): 0.22, atom 10 (H): 0.20, atom 11 (H): 0.23, atom 12 (H): 0.21, atom 13 (H): 0.22

[9]
DFT (the ωB97M-V functional and the def2-TZVPD basis) results for a molecular structure, C4H7ClS.

Positions of all 13 atoms, in Å:
C1 1.333 0.553 0.006
C2 0.005 0.063 -0.463
C3 -0.517 -1.302 0.076
C4 -1.195 0.789 0.110
H1 1.751 1.379 -0.628
H2 1.332 0.864 1.079
H3 0.079 0.081 -1.578
H4 -0.322 -2.244 -0.406
H5 -0.316 -1.425 1.139
H6 -0.932 0.946 1.164
H7 -1.558 1.730 -0.351
S1 -2.249 -0.714 -0.097
Cl1 2.590 -0.719 -0.052

Computed properties:
energy above the lowest of the compared OMol25 structures with the same formula, charge and spin	19.3	kJ/mol

For each atom in turn, the natural (NBO) charge in e is: atom 1 (C): -0.36, atom 2 (C): -0.28, atom 3 (C): -0.48, atom 4 (C): -0.48, atom 5 (H): 0.23, atom 6 (H): 0.21, atom 7 (H): 0.22, atom 8 (H): 0.23, atom 9 (H): 0.21, atom 10 (H): 0.20, atom 11 (H): 0.23, atom 12 (S): 0.16, atom 13 (Cl): -0.08

[10]
DFT (the ωB97M-V functional and the def2-TZVPD basis) results for C4H7ClS in the gas phase.

Positions of all 13 atoms, in Å:
C1 2.643 -1.178 -0.210
C2 1.119 -1.128 0.267
C3 0.202 -0.030 -0.217
Cl1 0.789 1.663 -0.004
C4 -1.137 -0.083 0.558
S1 -2.503 -0.418 -0.203
H1 3.263 -0.417 0.253
H2 2.637 -1.085 -1.296
H3 3.067 -2.149 0.040
H4 1.200 -1.058 1.414
H5 0.649 -2.115 0.196
H6 -0.023 -0.149 -1.302
H7 -1.135 -0.103 1.628

Computed properties:
SMILES string	CC[C@H](Cl)C=S
energy above the lowest of the compared OMol25 structures with the same formula, charge and spin	39.8	kJ/mol

For each atom in turn, the natural (NBO) charge in e is: atom 1 (C): -0.60, atom 2 (C): -0.42, atom 3 (C): -0.26, atom 4 (Cl): -0.06, atom 5 (C): -0.27, atom 6 (S): 0.10, atom 7 (H): 0.22, atom 8 (H): 0.21, atom 9 (H): 0.22, atom 10 (H): 0.20, atom 11 (H): 0.23, atom 12 (H): 0.23, atom 13 (H): 0.20